Formula: C23H72N10O13
Source: OMol25
Level of theory: wB97M-V/def2-TZVPD

Geometry as ORCA input:
```
! RIJCOSX wB97M-V def2-TZVPD def2/J DEFGRID3
* xyz 0 1
C 3.046 4.000 -0.838
O 1.763 3.963 -0.237
H 3.386 2.984 -1.104
H 3.793 4.559 -0.198
H 2.876 4.560 -1.716
H 1.803 3.183 0.312
C 0.187 0.664 0.496
O -0.364 -0.290 -0.435
H -0.626 0.827 1.213
H 0.343 1.608 -0.052
H 1.065 0.196 0.831
H -0.716 -0.962 0.215
C 1.683 -2.508 2.300
O 2.261 -2.538 3.562
H 2.458 -2.759 1.502
H 1.322 -1.550 2.235
H 0.875 -3.165 2.144
H 2.350 -1.640 3.904
C -1.661 0.422 3.588
O -1.174 -0.904 3.437
N -1.391 1.222 4.575
N -2.478 0.959 2.825
H -0.805 0.914 5.354
H -1.637 2.146 4.648
H -2.581 0.615 1.830
H -2.606 1.984 3.042
C -4.681 -1.206 -1.965
O -5.514 -1.880 -1.126
N -5.117 -0.613 -3.055
N -3.383 -1.103 -1.895
H -6.111 -0.421 -2.875
H -4.432 0.064 -3.431
H -2.880 -1.799 -1.231
H -2.810 -0.523 -2.414
C 3.508 -0.937 -0.319
O 3.447 0.045 0.560
N 2.528 -1.157 -1.122
N 4.453 -1.789 -0.399
H 1.715 -0.584 -1.073
H 2.505 -1.839 -1.855
H 5.241 -1.881 0.307
H 4.229 -2.668 -0.906
C -2.569 -2.292 0.934
O -3.553 -1.585 1.567
N -1.322 -2.243 1.247
N -2.845 -3.031 -0.010
H -1.228 -1.673 2.103
H -0.600 -3.018 0.978
H -3.859 -3.119 0.020
H -2.364 -3.763 -0.503
C -3.064 2.114 -0.130
O -3.476 3.351 0.463
N -2.060 2.014 -0.864
N -3.527 0.962 0.152
H -1.665 2.964 -1.104
H -1.531 1.148 -0.942
H -4.432 0.974 0.564
H -3.393 0.226 -0.488
C 1.957 1.019 3.884
C 2.473 2.173 3.028
C 3.906 2.477 3.299
O 2.314 2.146 1.838
H 1.563 1.373 4.837
H 2.759 0.406 4.053
H 1.180 0.479 3.409
H 1.966 3.051 3.405
H 4.054 2.823 4.334
H 4.249 3.276 2.672
H 4.569 1.669 3.199
H 2.779 1.430 1.389
C -0.441 -1.326 -3.469
C -1.073 -2.466 -4.144
C -2.159 -2.195 -5.129
O -0.301 -3.346 -4.637
H -0.024 -0.723 -4.238
H 0.299 -1.608 -2.798
H -1.066 -0.689 -2.974
H -1.638 -3.041 -3.418
H -1.780 -1.735 -6.036
H -2.824 -1.352 -4.756
H -2.906 -2.983 -5.261
H -0.792 -4.186 -4.779
C -0.671 4.674 4.544
C -1.425 4.288 3.267
C -0.581 3.616 2.228
O -2.511 3.737 3.402
H -0.329 3.784 5.024
H -1.076 5.467 5.186
H 0.221 5.135 4.202
H -1.636 5.239 2.794
H 0.267 4.151 1.962
H -0.992 3.422 1.290
H -0.292 2.642 2.693
H -3.184 4.044 2.759
C 3.434 1.268 -3.741
C 2.004 1.251 -3.764
C 1.245 1.875 -2.565
O 1.435 1.659 -4.764
H 3.767 2.266 -3.759
H 3.802 0.635 -4.401
H 3.649 0.847 -2.826
H 1.821 0.117 -3.759
H 0.210 1.569 -2.505
H 1.311 2.887 -2.432
H 1.611 1.463 -1.643
H 1.327 1.102 -5.545
C 0.201 -5.867 -1.547
C 0.314 -4.851 -0.368
C 0.448 -3.411 -0.892
O -0.490 -4.808 0.572
H 0.096 -6.874 -1.153
H 1.078 -5.770 -2.163
H -0.657 -5.667 -2.258
H 1.330 -4.989 0.048
H -0.472 -3.077 -1.339
H 1.112 -3.340 -1.640
H 0.678 -2.661 -0.163
H -0.493 -5.717 0.924
*
```

As for the frontier orbital gap: 8.593 eV. The energy relative to the best compared isomer or geometry (same formula, charge and spin) is 1451.96 kJ/mol. The value obtained for the total energy is -2444.81971 hartree. The value obtained for the highest occupied orbital energy is -8.7704 eV.